# 1
DFT (ωB97M-V/def2-TZVPD) results for C21H29BrFGaNO as an isolated structure.

XYZ file:
```
55
Properties=species:S:1:pos:R:3:nbo_charge:R:1
Ga -1.1770 -0.0173 -2.1204 1.72
C 3.8377 -0.8671 3.6984 -0.61
C 4.0041 -0.8254 2.1782 -0.08
C 4.7706 0.4508 1.8059 -0.60
C 4.8142 -2.0566 1.7472 -0.60
C 2.6563 -0.8324 1.4568 -0.02
C 2.6237 -0.8538 0.0635 -0.17
C 1.4013 -0.8858 -0.5569 -0.15
Br 1.3639 -0.8891 -2.4864 0.14
C 0.1698 -0.8915 0.1010 0.30
O -0.9735 -0.9919 -0.6282 -0.93
C 0.1834 -0.8274 1.4933 -0.07
C 1.4378 -0.8126 2.1182 -0.13
C -1.0599 -0.8111 2.3993 -0.07
C -0.9699 0.3857 3.3636 -0.60
C -2.4029 -0.6898 1.6690 -0.59
C -1.0853 -2.1189 3.2084 -0.60
H 4.8227 -0.8971 4.1658 0.22
H 3.2905 -1.7561 4.0203 0.21
H 3.3220 0.0203 4.0726 0.21
H 5.7395 0.4617 2.3092 0.22
H 4.2167 1.3398 2.1154 0.21
H 4.9514 0.5181 0.7311 0.20
H 5.7580 -2.0915 2.2944 0.22
H 5.0496 -2.0377 0.6812 0.20
H 4.2637 -2.9759 1.9584 0.22
H 3.5320 -0.8502 -0.5246 0.23
H 1.4464 -0.7831 3.1973 0.22
H -0.9129 1.3261 2.8104 0.21
H -0.1046 0.3303 4.0229 0.21
H -1.8606 0.4138 3.9937 0.22
H -2.4545 0.2190 1.0653 0.19
H -3.1925 -0.6338 2.4193 0.22
H -2.6002 -1.5527 1.0339 0.21
H -0.1990 -2.2224 3.8359 0.21
H -1.1300 -2.9839 2.5429 0.21
H -1.9635 -2.1393 3.8569 0.22
F -5.0681 3.1092 -6.4129 -0.31
C -4.1246 2.8133 -5.5095 0.40
C -4.5150 2.3991 -4.2503 -0.27
C -3.5316 2.0963 -3.3213 -0.23
C -2.1757 2.2020 -3.6368 -0.08
C -1.1221 1.8708 -2.6122 -0.95
C -1.8255 2.6224 -4.9164 -0.19
C -2.7966 2.9324 -5.8600 -0.25
H -5.5681 2.3273 -4.0134 0.24
H -3.8244 1.8004 -2.3173 0.20
H -1.2768 2.3957 -1.6674 0.27
H -0.1103 2.0644 -2.9584 0.26
H -0.7789 2.7134 -5.1826 0.22
H -2.5338 3.2679 -6.8544 0.25
N -2.8525 -1.0473 -2.6121 -1.11
H -3.3669 -0.6946 -3.4168 0.44
H -3.4666 -1.0152 -1.8001 0.44
H -2.6315 -2.0286 -2.7710 0.43
```

Output
F_max: 0.0095 Eh/bohr
LUMO energy: -3.408 eV
Total charge: +1
Calculated total energy: -5546.10332 Eh
E_HOMO: -11.388 eV
Energy above the lowest of the compared OMol25 structures with the same formula, charge and spin: 0.255 eV
2S+1: 1


# 2
DFT (ωB97M-V/def2-TZVPD) results for C21H29Cl2LaO4 as an isolated structure.

XYZ file:
```
57
Properties=species:S:1:pos:R:3:nbo_charge:R:1
O -0.4519 1.3600 -0.5035 -0.56
C 0.5014 1.5787 -1.5745 -0.10
C -0.1532 2.8493 -2.0593 -0.46
H 0.3224 0.6934 -2.1532 0.19
H 1.5309 1.5854 -1.2400 0.19
C -1.3377 2.3463 -1.1408 0.30
H -0.2503 2.9779 -3.1843 0.22
H 0.3116 3.7313 -1.4874 0.21
C -2.4154 1.5373 -1.8250 -0.64
H -1.9576 0.7303 -2.4452 0.21
H -3.0594 2.2165 -2.4119 0.21
H -2.9472 0.9645 -1.0491 0.24
C -1.8048 3.4393 -0.1605 -0.63
H -0.9307 4.0363 0.1709 0.21
H -2.2724 3.0138 0.7494 0.23
H -2.5464 4.0627 -0.7023 0.22
La 0.5178 -1.1949 1.3758 1.95
C 1.1742 1.1165 3.1040 -0.37
C 2.3724 0.3653 2.8564 -0.43
C 2.8529 0.7262 1.5505 -0.42
H 2.9097 -0.2510 3.5850 0.24
C 2.0070 1.7593 1.0519 -0.25
C 0.9548 1.9657 1.9764 -0.34
H 0.2044 2.7600 1.8899 0.22
H 0.5984 1.1260 4.0374 0.23
H 3.7372 0.3107 1.0470 0.23
H 2.2208 2.3975 0.1801 0.20
C -1.7431 -0.3877 3.2431 -0.40
C -1.9290 0.8093 2.4989 -0.25
C -2.5213 0.4641 1.2663 -0.31
H -1.8070 1.8345 2.8483 0.21
C -2.5770 -0.9543 1.1711 -0.40
C -2.1813 -1.4832 2.4355 -0.45
H -2.3648 -2.4947 2.7823 0.23
H -1.5096 -0.4225 4.3077 0.22
H -3.1026 1.1610 0.6628 0.21
H -3.0075 -1.4926 0.3248 0.22
O -0.2126 -1.3569 -2.1894 -0.55
C -0.2366 -0.6792 -3.6012 -0.08
C 0.5369 -1.5469 -4.6097 -0.44
H 0.2682 0.3093 -3.5060 0.19
H -1.2746 -0.4721 -3.8927 0.21
C 1.2957 -2.5530 -3.7315 -0.42
H 1.2761 -1.0158 -5.2211 0.22
H -0.1384 -2.0399 -5.3107 0.22
C 0.9762 -2.1707 -2.2446 -0.07
H 2.3834 -2.5042 -3.8966 0.22
H 0.9491 -3.5621 -3.9805 0.22
H 1.8176 -1.5213 -1.8808 0.17
H 0.9445 -3.0458 -1.5387 0.20
Cl 0.8018 -1.9498 4.3582 0.05
C 1.2968 -3.5639 3.5880 -0.22
Cl -0.0784 -4.0491 2.4025 0.00
C 2.5760 -3.1866 2.7888 0.75
O 3.6548 -3.5450 3.2486 -0.56
O 2.3481 -2.3955 1.7377 -0.92
H 1.4699 -4.3895 4.3014 0.27
```

Output
F_max: 0.0907 Eh/bohr
LUMO energy: -0.069 eV
Total charge: 0
Calculated total energy: -2070.41543 Eh
E_HOMO: -6.951 eV
Energy above the lowest of the compared OMol25 structures with the same formula, charge and spin: 2.541 eV
2S+1: 1


# 3
DFT (ωB97M-V/def2-TZVPD) results for C21H29Cl2N6O5S3V as an isolated structure.

XYZ file:
```
67
Properties=species:S:1:pos:R:3:lowdin_spin:R:1
V 0.6650 0.4986 -0.6070 1.94
C -0.7805 5.1772 1.5005 0.00
N 0.0190 3.9597 1.5564 0.01
C 0.4723 3.4973 2.8768 0.00
C 0.2520 3.2145 0.4655 0.02
N 1.0211 2.1736 0.4210 0.01
N -0.3854 3.6530 -0.7017 0.00
C -0.5031 2.9684 -1.9015 0.00
N -0.8776 3.7197 -2.9543 0.00
N -0.3576 1.6823 -1.9658 0.01
H -0.6931 5.6826 2.4567 0.00
H -1.8390 4.9715 1.3185 0.00
H -0.4124 5.8788 0.7476 0.00
H -0.2483 3.8377 3.6186 0.00
H 1.4523 3.9091 3.1223 0.00
H 0.5160 2.4085 2.9289 0.00
H 1.3573 1.8742 1.3471 0.00
H -0.7044 4.6023 -0.7176 0.00
H -0.6916 4.7089 -2.9058 0.00
H -0.5958 3.2933 -3.8475 0.00
H -0.4043 1.3733 -2.9367 0.00
C -1.3647 -4.7299 4.5847 0.00
C -0.7694 -4.0841 3.3623 0.00
C -1.2403 -2.8447 2.9225 0.00
C -0.6810 -2.2121 1.8304 0.00
C 0.3581 -2.8431 1.1512 0.00
C 0.8557 -4.0679 1.5764 0.00
C 0.2811 -4.6817 2.6781 0.00
S 1.1731 -2.0642 -0.1885 0.00
O 0.2039 -1.5610 -1.2077 0.02
O 2.1762 -2.9778 -0.6387 0.00
N 1.7445 -0.6553 0.3401 -0.04
C 2.7085 -0.6425 1.4723 0.00
C 1.9800 -0.2956 2.7949 0.00
O 2.3109 -0.9291 3.7960 0.00
O 1.1802 0.6915 2.6683 0.00
H -2.4548 -4.7170 4.5428 0.00
H -1.0638 -4.1841 5.4815 0.00
H -1.0342 -5.7622 4.6912 0.00
H -2.0385 -2.3568 3.4721 0.00
H -0.9925 -1.2148 1.5506 0.00
H 1.6854 -4.5198 1.0494 0.00
H 0.6710 -5.6336 3.0205 0.00
H 3.4138 0.1708 1.3055 0.00
H 3.2453 -1.5838 1.5452 0.00
Cl 2.4600 0.8110 -2.1821 0.00
C 2.0970 -0.1022 -3.6689 0.01
C 2.4325 -1.4435 -3.6410 0.00
C 2.1633 -2.2230 -4.7453 0.00
C 1.5606 -1.6409 -5.8516 0.00
C 1.2559 -0.2923 -5.8592 0.00
Cl 0.5213 0.3379 -7.2995 0.00
C 1.5264 0.5753 -4.7676 0.00
S 1.2457 2.2912 -4.8249 0.00
H 2.8858 -1.8748 -2.7597 0.00
H 2.4180 -3.2745 -4.7446 0.00
H 1.3257 -2.2355 -6.7253 0.00
C -3.8155 0.6404 0.9024 0.00
S -2.5899 0.7603 -0.3736 0.00
C -2.8826 -0.8323 -1.1239 0.00
O -1.2732 0.6483 0.4165 0.00
H -4.7957 0.5431 0.4345 0.00
H -3.7690 1.5556 1.4911 0.00
H -3.5827 -0.2220 1.5277 0.00
H -3.7701 -0.7473 -1.7528 0.00
H -3.0136 -1.5867 -0.3482 0.00
H -2.0107 -1.0734 -1.7272 0.00
```

Output
F_max: 0.0404 Eh/bohr
LUMO energy (spin up / spin down): -0.458 / -0.314 eV
Total charge: 0
Calculated total energy: -4581.37655 Eh
E_HOMO (spin up / spin down): -6.877 / -6.876 eV
2S+1: 3


# 4
DFT (ωB97M-V/def2-TZVPD) results for C21H29ClN2O4Pm as an isolated structure.

XYZ file:
```
58
Properties=species:S:1:pos:R:3:lowdin_spin:R:1
Pm -0.1534 -0.7892 0.5864 4.04
Cl 0.0348 1.0947 -1.1421 -0.01
N 2.2008 -1.1819 -0.4924 0.00
N -2.7026 -0.0057 0.3780 0.00
C 3.0235 -1.1849 0.5186 0.00
C -3.0166 0.8300 1.3409 0.00
C 2.9677 -1.5400 -1.7148 0.00
C 4.2397 -2.1383 -1.1079 0.00
C 3.2601 -0.2714 -2.5028 0.00
C 2.1707 -2.5172 -2.5691 0.00
H 3.9235 0.3907 -1.9270 0.00
H 2.3229 0.2617 -2.7080 0.00
H 3.7671 -0.5410 -3.4384 0.00
H 1.9762 -3.4361 -2.0032 0.00
H 2.7587 -2.7681 -3.4640 0.00
H 1.2129 -2.0694 -2.8710 0.00
C -3.8088 -0.0193 -0.6225 0.00
C -4.8470 0.8951 0.0330 0.00
C -4.3009 -1.4459 -0.8118 0.00
C -3.3405 0.5354 -1.9572 0.00
H -2.9400 1.5475 -1.8339 0.00
H -4.2026 0.5683 -2.6399 0.00
H -2.5535 -0.0938 -2.3880 0.00
H -4.6793 -1.8313 0.1415 0.00
H -3.4797 -2.0847 -1.1643 0.00
H -5.1191 -1.4511 -1.5433 0.00
O -4.1995 1.4036 1.2595 0.00
H -5.7586 0.3639 0.3357 0.00
H -5.1040 1.7749 -0.5720 0.00
O 4.2270 -1.6738 0.3082 0.00
H 5.1819 -1.7822 -1.5485 0.00
H 4.2188 -3.2379 -1.0916 0.00
C 2.5628 -0.6257 1.8673 0.00
C -2.0623 1.1474 2.4854 0.00
C -0.6449 1.5949 2.0934 0.00
H -2.0047 0.2141 3.0875 0.00
H -2.5380 1.9414 3.0970 0.00
C 0.3987 0.7613 1.9900 -0.01
C 1.7358 0.6740 1.7951 0.00
H -1.5708 -3.4974 0.7889 0.00
C 2.1550 1.9678 1.4449 0.00
C 1.1963 2.9808 1.4542 0.00
C 3.6162 2.1031 1.1243 0.00
C -0.2011 2.8600 1.7321 0.00
H 1.5395 3.9806 1.2201 0.00
C -1.2337 3.9388 1.6930 0.00
H -0.6858 4.8744 1.6087 0.00
H -1.8306 3.8710 2.6202 0.00
H -1.8936 3.7524 0.8248 0.00
H 4.1962 1.4689 1.8145 0.00
H 3.8301 3.1722 1.2472 0.00
H 3.7748 1.7697 0.0821 0.00
H 3.4612 -0.4120 2.4686 0.00
H 1.9919 -1.4441 2.3723 0.00
O 0.1535 -3.8189 0.4898 -0.01
C -0.8270 -3.6846 -0.3568 0.00
O -1.2081 -2.5355 -1.0237 -0.01
H -1.1917 -4.6572 -0.8090 0.00
```

Output
F_max: 0.1427 Eh/bohr
LUMO energy (spin up / spin down): 2.618 / 2.615 eV
Total charge: -1
Calculated total energy: -2296.56502 Eh
E_HOMO (spin up / spin down): -1.324 / -1.365 eV
2S+1: 5


Among the records above, which one has the highest F_max? C21H29ClN2O4Pm